No. 1
The following is a quantum chemistry calculation of a cluster of 15 separate species, C45H105N15O15 in total, from the OMol25 dataset.

```
180
Properties=species:S:1:pos:R:3:mulliken_charge:R:1
C -2.636 7.152 3.303 0.066
O -3.653 6.835 3.911 -0.565
N -1.751 6.188 2.864 0.245
C -1.983 4.779 3.211 -0.800
C -0.580 6.504 2.098 -0.847
H -2.382 8.214 3.180 0.329
H -2.998 4.757 3.585 0.196
H -1.234 4.392 3.902 0.431
H -1.906 4.261 2.272 0.131
H 0.231 6.634 2.832 0.406
H -0.263 5.739 1.375 -0.083
H -0.697 7.455 1.659 0.462
C -1.764 -4.363 4.661 0.101
O -0.732 -3.826 5.054 -0.676
N -2.290 -5.468 5.116 0.113
C -3.515 -6.030 4.523 -0.698
C -1.693 -6.122 6.249 -0.940
H -2.385 -3.883 3.880 0.447
H -3.311 -7.105 4.349 0.278
H -3.789 -5.483 3.623 0.151
H -4.289 -6.027 5.274 0.317
H -2.386 -6.184 7.119 0.301
H -1.450 -7.170 5.954 0.316
H -0.774 -5.595 6.510 0.291
C -2.533 -2.396 -3.483 -0.372
O -3.624 -2.639 -2.991 -0.684
N -2.045 -1.183 -3.661 0.170
C -0.669 -1.005 -4.096 0.304
C -2.770 -0.074 -3.115 0.033
H -1.827 -3.161 -3.782 0.753
H -0.145 -1.972 -4.022 -0.233
H -0.237 -0.272 -3.396 -0.343
H -0.678 -0.486 -5.052 0.219
H -3.405 0.300 -3.921 0.512
H -3.365 -0.459 -2.287 -0.299
H -1.988 0.636 -2.802 -0.211
C 2.350 -2.729 -4.423 -0.053
O 2.455 -1.595 -4.912 -0.617
N 3.119 -3.229 -3.434 0.172
C 2.881 -4.536 -2.866 -0.830
C 4.039 -2.333 -2.759 -0.925
H 1.666 -3.438 -4.921 0.527
H 2.039 -4.935 -3.409 0.281
H 2.535 -4.341 -1.833 0.184
H 3.738 -5.211 -2.793 0.305
H 4.230 -1.546 -3.494 0.465
H 3.663 -1.872 -1.809 0.044
H 4.945 -2.892 -2.558 0.403
C 4.690 -1.492 3.400 -0.172
O 3.848 -0.617 3.590 -0.634
N 5.697 -1.164 2.635 0.133
C 6.633 -2.136 2.123 -1.153
C 5.875 0.260 2.182 -0.860
H 4.604 -2.447 3.905 0.695
H 7.570 -1.753 2.543 0.487
H 6.658 -2.271 1.023 0.232
H 6.496 -3.087 2.646 0.362
H 5.315 0.421 1.261 0.219
H 5.563 0.979 2.924 0.341
H 6.938 0.314 1.890 0.322
C -4.235 -3.576 0.343 1.009
O -3.912 -4.439 1.138 -0.620
N -5.160 -2.659 0.601 0.018
C -5.316 -1.451 -0.219 -0.496
C -5.777 -2.695 1.913 -1.050
H -3.786 -3.522 -0.647 -0.316
H -4.954 -1.713 -1.218 0.195
H -4.714 -0.604 0.170 -0.071
H -6.392 -1.249 -0.107 0.388
H -5.222 -1.948 2.484 0.302
H -6.861 -2.485 1.819 0.318
H -5.640 -3.660 2.391 0.305
C -1.696 4.063 -2.313 -0.137
O -1.377 2.970 -2.797 -0.465
N -2.774 4.257 -1.567 0.319
C -2.964 5.558 -0.906 -0.912
C -3.793 3.216 -1.495 -0.655
H -0.964 4.901 -2.331 0.299
H -3.918 6.047 -1.178 0.353
H -2.112 6.226 -1.099 0.280
H -2.988 5.384 0.188 0.270
H -4.650 3.655 -0.988 0.308
H -4.088 2.924 -2.517 0.300
H -3.415 2.291 -1.025 0.021
C 1.006 4.686 -6.790 0.209
O 0.300 4.952 -7.732 -0.612
N 0.914 3.525 -6.160 0.105
C 1.491 3.162 -4.879 -0.295
C -0.085 2.549 -6.752 -0.811
H 1.797 5.372 -6.401 0.316
H 0.688 2.998 -4.119 -0.041
H 2.213 3.921 -4.509 0.213
H 2.002 2.206 -4.974 0.045
H -0.433 2.945 -7.693 0.348
H 0.378 1.548 -6.872 0.277
H -0.974 2.450 -6.067 0.178
C 1.363 1.545 3.794 0.017
O 1.306 2.758 3.631 -0.636
N 0.342 0.721 3.953 0.252
C 0.542 -0.731 3.906 -0.527
C -1.035 1.192 3.987 -0.413
H 2.346 1.053 3.841 0.510
H -0.077 -1.112 4.734 0.213
H 1.587 -0.993 4.087 0.269
H 0.165 -1.058 2.933 0.073
H -1.480 0.643 3.138 0.219
H -1.504 0.885 4.965 0.285
H -1.022 2.284 3.937 -0.219
C 3.785 3.966 -1.167 0.110
O 3.148 3.409 -2.044 -0.379
N 3.307 4.469 0.006 0.214
C 4.104 5.246 0.970 -1.007
C 1.920 4.235 0.358 -0.161
H 4.857 4.161 -1.277 0.184
H 5.146 5.081 0.701 0.348
H 4.037 4.761 1.958 0.327
H 3.713 6.254 1.003 0.296
H 1.553 3.519 -0.377 -0.352
H 1.889 3.833 1.379 0.212
H 1.322 5.133 0.184 0.367
C -5.668 2.875 3.964 0.205
O -6.145 3.749 4.695 -0.642
N -5.905 2.794 2.646 0.153
C -5.405 1.722 1.832 -0.378
C -6.673 3.847 1.989 -0.973
H -5.029 2.093 4.382 0.350
H -4.869 2.290 1.076 -0.023
H -6.208 1.102 1.428 0.268
H -4.792 1.058 2.472 0.157
H -6.802 4.570 2.769 0.379
H -6.156 4.199 1.085 0.187
H -7.569 3.313 1.732 0.369
C 5.732 3.581 -3.741 0.080
O 6.434 4.594 -3.539 -0.666
N 5.922 2.368 -3.304 0.247
C 4.980 1.264 -3.567 -0.517
C 7.106 2.057 -2.502 -0.949
H 4.951 3.711 -4.484 0.378
H 5.538 0.467 -4.094 0.461
H 4.142 1.624 -4.161 -0.144
H 4.594 0.895 -2.596 0.157
H 7.705 2.945 -2.574 0.357
H 6.806 1.823 -1.454 0.209
H 7.516 1.131 -2.867 0.316
C 2.555 -4.423 3.514 0.164
O 3.715 -4.198 3.770 -0.636
N 2.125 -4.229 2.257 0.314
C 0.802 -4.183 1.810 0.114
C 3.113 -4.180 1.177 -1.312
H 1.790 -4.619 4.280 0.365
H 0.602 -3.279 1.249 -0.162
H 0.110 -4.236 2.619 -0.381
H 0.617 -5.071 1.187 0.417
H 3.111 -3.157 0.792 0.340
H 4.125 -4.473 1.483 0.365
H 2.899 -4.798 0.329 0.470
C -1.376 -5.099 -2.152 1.363
O -0.301 -4.680 -2.556 -0.524
N -1.542 -6.355 -1.645 0.215
C -2.888 -6.853 -1.321 -0.806
C -0.460 -7.339 -1.868 -0.904
H -2.267 -4.470 -2.035 -0.824
H -3.592 -6.079 -1.085 0.132
H -2.796 -7.485 -0.435 0.322
H -3.316 -7.440 -2.121 0.334
H 0.309 -6.829 -2.441 0.170
H -0.095 -7.796 -0.935 0.266
H -0.878 -8.133 -2.497 0.365
C -0.475 -0.877 -0.609 -0.411
O -1.561 -1.158 -0.156 -0.548
N 0.171 0.271 -0.565 1.092
C 1.496 0.471 -1.133 -0.583
C -0.372 1.347 0.275 0.240
H 0.024 -1.651 -1.211 0.711
H 1.526 1.283 -1.854 0.210
H 2.004 -0.386 -1.572 -0.516
H 2.177 0.832 -0.321 0.445
H -1.290 1.060 0.807 -0.047
H 0.404 1.600 1.043 -0.163
H -0.605 2.192 -0.363 -0.424
```

The LUMO energy is 0.007 Eh. The total charge is 0. The orbital gap is 9.04 eV. The molar mass comes out at 1096.4 Da.



No. 2
The following is a quantum chemistry calculation of a cluster of 12 separate species, C45H112BN8O19 in total, from the OMol25 dataset.

```
185
Properties=species:S:1:pos:R:3:mulliken_charge:R:1
O -14.603 -24.250 9.021 -0.479
C -13.416 -24.117 8.712 0.183
O -12.657 -23.059 8.480 0.860
B -11.284 -23.476 8.131 0.786
O -11.326 -24.931 8.149 -0.745
C -12.561 -25.309 8.425 0.433
O -12.955 -26.493 8.548 -0.699
O -10.261 -22.901 9.060 -0.499
C -9.417 -22.262 8.342 -0.008
O -8.444 -21.589 8.657 0.428
C -9.771 -22.426 6.876 1.037
O -10.869 -23.028 6.798 -0.947
O -9.105 -21.967 5.959 -0.779
C -16.125 -29.172 9.699 -1.523
C -16.746 -27.863 10.217 2.193
C -17.685 -28.029 11.475 -1.019
O -18.347 -26.779 11.791 -0.124
C -18.890 -26.627 13.112 -0.914
N -15.542 -27.045 10.542 -0.684
H -16.937 -29.833 9.396 0.458
H -15.681 -29.818 10.456 0.361
H -15.412 -29.123 8.876 0.134
H -17.392 -27.400 9.471 -0.709
H -17.088 -28.378 12.318 0.411
H -18.381 -28.832 11.235 0.324
H -19.603 -27.422 13.330 0.330
H -19.350 -25.650 13.259 0.217
H -18.084 -26.730 13.838 0.381
H -15.009 -27.006 9.685 -0.151
H -15.835 -26.081 10.613 0.278
C -5.732 -21.792 4.784 -1.912
C -5.925 -21.836 6.325 1.906
C -5.817 -23.310 6.825 -1.113
O -6.141 -23.275 8.224 0.237
C -6.596 -24.528 8.670 -0.948
N -4.977 -20.835 6.936 -0.524
H -5.647 -20.833 4.274 0.499
H -6.610 -22.295 4.378 0.353
H -4.815 -22.319 4.522 0.423
H -6.900 -21.382 6.505 -1.086
H -4.848 -23.800 6.732 0.352
H -6.579 -23.915 6.334 0.433
H -7.377 -25.047 8.113 0.392
H -6.921 -24.339 9.693 0.082
H -5.685 -25.120 8.755 0.185
H -4.080 -21.292 6.853 0.274
H -4.782 -20.348 6.073 0.368
C -6.295 -22.205 11.844 -1.223
C -5.113 -21.581 11.078 0.783
C -3.970 -22.626 11.015 -1.153
O -3.240 -22.525 9.853 -0.185
C -2.112 -23.413 9.768 -0.934
N -5.585 -21.247 9.716 -0.166
H -6.008 -22.288 12.893 0.449
H -6.703 -23.145 11.475 0.081
H -7.167 -21.567 11.984 0.063
H -4.722 -20.720 11.622 0.326
H -4.369 -23.627 11.185 0.349
H -3.394 -22.496 11.931 0.541
H -1.696 -23.348 8.763 0.262
H -2.437 -24.452 9.818 0.369
H -1.349 -23.237 10.528 0.316
H -6.548 -21.332 10.010 -0.342
H -5.478 -22.182 9.349 0.267
C -15.949 -25.919 6.690 -0.724
C -17.150 -25.033 6.539 1.223
C -18.418 -25.586 7.272 -0.424
O -18.942 -26.753 6.669 -0.428
C -20.084 -27.313 7.239 -0.661
N -16.688 -23.730 7.000 1.224
H -15.719 -26.102 7.740 -0.291
H -15.077 -25.544 6.155 -0.026
H -16.098 -26.937 6.328 0.529
H -17.388 -24.985 5.476 0.410
H -19.210 -24.839 7.223 0.555
H -18.213 -25.731 8.332 -0.525
H -20.429 -28.141 6.619 0.252
H -20.833 -26.539 7.407 0.325
H -19.831 -27.705 8.223 0.166
H -16.155 -23.887 7.843 -0.599
H -15.931 -23.426 6.403 -0.183
C -9.171 -17.985 8.397 -1.709
C -7.990 -18.359 9.314 0.367
C -8.479 -18.992 10.631 -0.503
O -7.394 -19.248 11.579 -0.272
C -7.794 -19.139 12.925 -0.948
N -7.117 -19.209 8.437 -0.395
H -9.801 -17.210 8.833 0.504
H -9.782 -18.872 8.232 0.338
H -8.879 -17.672 7.394 0.458
H -7.436 -17.436 9.488 0.405
H -8.995 -19.942 10.495 -0.034
H -9.201 -18.280 11.030 0.637
H -7.794 -18.083 13.194 0.311
H -7.081 -19.641 13.578 0.281
H -8.767 -19.589 13.123 0.383
H -7.464 -18.788 7.587 0.402
H -7.803 -19.950 8.427 -0.312
C -13.771 -28.102 4.625 -1.311
C -12.587 -28.129 5.572 1.663
C -12.745 -29.223 6.674 0.004
O -13.229 -30.467 6.160 -0.351
C -12.305 -31.469 5.907 -0.713
N -11.431 -28.235 4.725 -0.709
H -13.775 -27.192 4.025 0.317
H -14.713 -28.253 5.152 0.240
H -13.690 -28.936 3.927 0.416
H -12.410 -27.191 6.098 -0.910
H -13.574 -28.914 7.311 -0.483
H -11.836 -29.324 7.267 0.505
H -11.557 -31.097 5.207 0.271
H -12.829 -32.346 5.527 0.248
H -11.817 -31.859 6.801 0.279
H -11.488 -29.152 4.305 0.231
H -10.542 -28.205 5.204 0.314
C -16.996 -20.229 5.803 -0.788
C -16.979 -21.110 4.583 0.097
C -15.593 -21.695 4.212 -0.655
O -15.119 -22.369 5.349 -0.178
C -13.805 -22.946 5.108 0.580
N -17.977 -22.199 4.712 -0.757
H -16.396 -19.319 5.781 0.444
H -16.753 -20.767 6.719 -0.217
H -17.991 -19.797 5.910 0.341
H -17.228 -20.449 3.752 0.446
H -14.962 -20.834 3.993 0.013
H -15.661 -22.332 3.330 0.433
H -13.550 -23.144 4.067 0.506
H -13.684 -23.925 5.573 -0.445
H -13.052 -22.238 5.455 -0.709
H -17.733 -22.957 4.091 0.389
H -17.726 -22.551 5.625 0.208
C -11.867 -19.982 3.891 -1.402
C -10.889 -19.148 4.721 0.494
C -11.160 -17.604 4.492 -0.851
O -10.613 -17.292 3.229 -0.354
C -10.944 -16.020 2.715 -0.811
N -10.953 -19.463 6.091 0.555
H -12.888 -19.740 4.187 0.153
H -11.720 -21.042 4.101 0.241
H -11.753 -19.856 2.814 0.501
H -9.878 -19.421 4.417 0.620
H -10.618 -17.084 5.282 0.448
H -12.228 -17.437 4.629 0.314
H -10.357 -15.876 1.807 0.260
H -10.733 -15.203 3.404 0.304
H -11.996 -15.952 2.438 0.311
H -11.882 -19.203 6.392 0.257
H -10.975 -20.468 6.186 -1.005
C -12.870 -20.070 8.870 0.603
C -13.990 -19.685 7.860 1.709
C -15.121 -18.992 8.643 -1.443
O -13.427 -18.725 7.030 -0.408
H -12.436 -19.176 9.316 0.615
H -12.111 -20.643 8.337 -0.610
H -13.258 -20.725 9.650 -1.161
H -14.292 -20.610 7.368 -1.055
H -14.790 -18.064 9.108 0.610
H -15.531 -19.649 9.410 -0.070
H -15.916 -18.799 7.923 0.426
H -13.688 -17.861 7.356 0.273
C -14.018 -22.416 12.213 -0.435
C -12.768 -22.744 13.014 0.221
C -11.536 -23.184 12.259 -0.872
O -12.495 -21.611 13.815 -0.567
H -13.755 -21.626 11.510 -0.050
H -14.887 -22.120 12.800 0.567
H -14.344 -23.299 11.664 -0.193
H -12.871 -23.647 13.615 0.119
H -11.664 -24.122 11.719 0.356
H -10.587 -23.202 12.795 0.495
H -11.267 -22.454 11.496 -0.159
H -13.127 -21.467 14.523 0.337
C -17.722 -21.106 10.999 -1.722
C -17.348 -22.142 10.010 2.441
C -17.857 -23.501 10.560 -1.258
O -17.994 -21.854 8.777 -0.697
H -16.935 -20.986 11.744 0.218
H -18.754 -21.250 11.318 0.442
H -17.721 -20.115 10.544 0.448
H -16.290 -22.174 9.746 -0.678
H -18.905 -23.487 10.860 0.495
H -17.230 -23.749 11.417 0.307
H -17.785 -24.310 9.834 -0.222
H -17.847 -22.626 8.226 0.168
```

The LUMO energy is 0.070 Eh. The total charge is -1. The orbital gap is 7.35 eV. The molar mass comes out at 1080.2 Da.